# C37H33N5O2Os

A molecular structure, C37H33N5O2Os (the ωB97M-V functional and the def2-TZVPD basis, the Open Molecules 2025 dataset).

XYZ file:
```
78
Properties=species:S:1:pos:R:3:forces:R:3
Os -0.4955 1.4950 -0.2353 0.132 -0.010 -0.010
C -1.8761 4.4361 0.7806 -0.068 0.109 0.022
O -0.9483 3.3895 1.0466 -0.032 -0.071 0.076
C 0.1704 3.6629 1.8113 0.161 -0.099 0.041
C 0.4471 4.9031 2.3468 0.025 -0.076 -0.006
C 1.5977 5.0666 3.1113 0.019 -0.027 0.003
C 2.4377 3.9903 3.3334 -0.009 0.053 0.009
C 2.1486 2.7432 2.7996 -0.046 -0.030 -0.045
C 1.0145 2.5585 2.0155 -0.031 0.267 -0.001
N 0.6205 1.3274 1.4540 -0.075 0.023 0.055
N 1.3630 0.3201 1.9430 -0.002 -0.197 -0.076
C 0.9110 -0.9420 1.9591 0.042 -0.135 0.071
C -0.2673 -1.4792 1.4250 -0.043 -0.002 0.083
O -1.0531 -0.7197 0.5642 -0.008 0.150 -0.149
C -0.6932 -2.7860 1.6971 0.073 0.028 0.082
C 0.0918 -3.6341 2.4184 -0.072 0.073 -0.052
C 1.3639 -3.2098 2.8853 0.040 -0.003 0.007
C 2.2198 -4.1036 3.5627 -0.004 0.007 -0.004
C 3.4520 -3.7016 3.9953 -0.006 0.021 -0.012
C 3.8704 -2.3812 3.7662 -0.002 0.027 -0.010
C 3.0512 -1.4910 3.1219 -0.022 -0.005 -0.010
C 1.7774 -1.8825 2.6653 0.001 0.032 -0.007
H -1.3900 5.2422 0.2283 -0.030 -0.006 0.014
H -2.2889 4.8112 1.7188 0.009 0.006 -0.051
H -2.6615 3.9943 0.1759 -0.010 0.031 0.007
H -0.2148 5.7373 2.1778 -0.042 0.061 -0.003
H 1.8240 6.0360 3.5289 0.018 0.060 0.030
H 3.3293 4.1125 3.9322 0.028 0.024 0.020
H 2.7918 1.8972 2.9866 -0.016 0.022 -0.004
H -1.6397 -3.1142 1.2917 -0.049 -0.021 0.004
H -0.2354 -4.6429 2.6221 -0.037 -0.080 0.012
H 1.8828 -5.1184 3.7262 -0.022 -0.055 0.011
H 4.1028 -4.3938 4.5084 0.051 -0.054 0.038
H 4.8478 -2.0637 4.1014 0.047 0.020 0.017
H 3.3742 -0.4771 2.9440 0.014 0.028 0.001
C 2.4521 1.2766 -3.5312 -0.057 -0.015 0.031
C 1.1075 0.9842 -2.8578 0.093 -0.079 -0.014
C -0.0296 1.1910 -3.8474 -0.038 -0.058 -0.020
C 0.9990 1.8553 -1.5993 0.171 0.098 0.047
H 2.5787 0.6775 -4.4332 -0.020 -0.040 -0.023
H 3.2857 1.0613 -2.8638 0.057 -0.014 0.058
H 2.5152 2.3279 -3.8167 -0.005 0.070 -0.023
H 1.1109 -0.0711 -2.5621 -0.008 0.137 -0.080
H -0.1352 2.2442 -4.1112 -0.002 0.102 -0.010
H -0.9833 0.8498 -3.4510 -0.031 -0.029 0.015
H 0.1695 0.6383 -4.7654 0.005 -0.026 -0.049
H 0.8865 2.9126 -1.8867 0.024 -0.091 0.006
H 1.9220 1.7738 -1.0076 -0.050 0.030 -0.078
N -5.3654 2.0623 -4.3528 -0.231 -0.170 -0.222
C -4.6027 2.4806 -3.5955 -0.334 -0.306 -0.315
N -3.7852 3.0449 -2.7451 0.412 0.642 0.286
C -2.8514 2.4634 -2.1378 0.005 -0.267 0.386
N -1.9883 2.0314 -1.4707 -0.015 -0.174 -0.113
C 3.0914 -3.6707 -1.0669 -0.003 0.002 -0.003
C 2.0559 -4.5015 -1.4724 0.069 -0.029 0.005
C 0.7671 -4.0083 -1.5598 0.057 0.033 0.014
C 0.4853 -2.6817 -1.2320 0.098 -0.029 0.005
C 1.5380 -1.8500 -0.8565 0.020 0.033 0.024
C 2.8287 -2.3422 -0.7685 0.063 -0.024 -0.003
C -0.9053 -2.2393 -1.3085 -0.221 0.128 -0.105
C -1.5904 -1.3707 -0.5593 -0.053 -0.168 0.081
C -3.0100 -1.0340 -0.7597 0.067 0.024 0.001
C -3.7821 -0.5834 0.3077 0.017 0.035 -0.008
C -5.1168 -0.2630 0.1138 -0.052 -0.025 -0.015
C -5.6939 -0.3996 -1.1392 -0.014 -0.009 0.031
C -4.9317 -0.8608 -2.2046 -0.009 0.117 0.009
C -3.5958 -1.1606 -2.0181 -0.010 0.002 -0.024
H 4.0994 -4.0543 -0.9930 0.039 -0.016 0.003
H 2.2531 -5.5358 -1.7207 0.013 -0.019 0.000
H -0.0384 -4.6590 -1.8699 -0.081 -0.051 -0.031
H 1.3557 -0.8034 -0.6437 -0.011 -0.071 0.042
H 3.6300 -1.6832 -0.4624 0.034 0.017 0.014
H -1.5084 -2.7465 -2.0513 0.011 -0.003 -0.034
H -3.3389 -0.4796 1.2887 0.020 0.003 0.023
H -5.7075 0.0894 0.9483 -0.022 0.022 0.016
H -6.7305 -0.1372 -1.2939 -0.047 0.015 -0.002
H -5.3699 -0.9416 -3.1883 -0.022 0.016 -0.052
H -2.9972 -1.4695 -2.8638 0.030 0.015 -0.041
```
Positions in Å, forces in eV/Å.

Summary:
Spin multiplicity: 5
HOMO level (spin up / spin down) in eV: -6.93 / -8.03
Max |F| in eV Å⁻¹: 0.81
Energy relative to the best compared isomer or geometry (same formula, charge and spin) in kcal/mol: 0.0
⟨S²⟩: 6.061
Orbital gap (spin up / spin down) in eV: 6.946 / 6.648
Net charge: 0
Calculated total energy in eV: -52912.6815